Here is a 15-piece molecular cluster, C45H120O15 overall from the Open Molecules 2025 dataset. Energies are from wB97M-V/def2-TZVPD.

Values from the calculation:
Gap between HOMO and LUMO (eV): 9.88
Total charge: 0
HOMO (eV): -9.465
Relative energy (zero: lowest compared OMol25 entry of this formula, charge and spin) (kcal/mol): 113.0
LUMO (eV): 0.4146

Bonds (Å) are listed after each position.
Positions of all 180 atoms, in Å:
1 C 3.56 22.76 12.12  C2 1.498, H5 1.085, H6 1.057, H7 1.100
2 C 3.82 21.40 12.71  C1 1.498, C3 1.529, O4 1.400, H8 1.117
3 C 5.23 21.29 13.29  C2 1.529, H9 1.076, H10 1.057, H11 1.096
4 O 2.95 20.99 13.72  C2 1.400, H12 0.936
5 H 3.65 23.56 12.85  C1 1.085
6 H 2.62 22.80 11.65  C1 1.057
7 H 4.30 22.89 11.32  C1 1.100
8 H 3.67 20.71 11.84  C2 1.117
9 H 5.51 20.27 13.50  C3 1.076
10 H 5.28 21.86 14.18  C3 1.057
11 H 5.94 21.69 12.56  C3 1.096
12 H 2.35 21.66 13.96  O4 0.936
13 C 0.43 22.87 17.05  C14 1.601, H17 1.048, H18 1.084, H19 1.121
14 C 1.09 23.64 15.81  C13 1.601, C15 1.529, O16 1.410, H20 1.056
15 C 2.55 23.95 16.15  C14 1.529, H21 1.113, H22 1.102, H23 1.095
16 O 0.98 22.88 14.63  C14 1.410, H24 0.971
17 H 0.72 21.87 17.03  C13 1.048
18 H -0.65 22.84 16.90  C13 1.084
19 H 0.73 23.41 17.99  C13 1.121
20 H 0.70 24.62 15.75  C14 1.056
21 H 2.49 24.60 17.05  C15 1.113
22 H 3.03 24.53 15.34  C15 1.102
23 H 3.20 23.09 16.35  C15 1.095
24 H 0.09 22.73 14.29  O16 0.971
25 C -0.83 26.66 13.29  C26 1.544, H29 1.099, H30 1.104, H31 1.068
26 C -1.15 26.56 11.78  C25 1.544, C27 1.504, O28 1.424, H32 1.085
27 C -2.63 26.44 11.51  C26 1.504, H33 1.114, H34 1.055, H35 1.079
28 O -0.76 27.77 11.14  C26 1.424, H36 0.959
29 H -1.08 25.75 13.85  C25 1.099
30 H -1.24 27.62 13.63  C25 1.104
31 H 0.23 26.75 13.41  C25 1.068
32 H -0.68 25.67 11.37  C26 1.085
33 H -3.08 25.43 11.61  C27 1.114
34 H -2.90 26.73 10.53  C27 1.055
35 H -3.22 27.10 12.11  C27 1.079
36 H -0.97 27.70 10.21  O28 0.959
37 C -1.45 20.52 13.09  C38 1.500, H41 1.158, H42 1.062, H43 1.088
38 C -2.60 21.45 13.30  C37 1.500, C39 1.556, O40 1.420, H44 1.107
39 C -3.41 21.16 14.60  C38 1.556, H45 1.147, H46 1.075, H47 1.096
40 O -2.05 22.76 13.39  C38 1.420, H48 0.967
41 H -1.87 19.45 12.95  C37 1.158
42 H -0.97 20.57 14.04  C37 1.062
43 H -0.85 20.77 12.22  C37 1.088
44 H -3.26 21.32 12.43  C38 1.107
45 H -3.39 20.08 14.99  C39 1.147
46 H -4.40 21.57 14.56  C39 1.075
47 H -2.96 21.73 15.42  C39 1.096
48 H -2.82 23.34 13.33  O40 0.967
49 C -3.45 19.85 6.18  C50 1.522, H53 1.100, H54 1.128, H55 1.074
50 C -4.72 20.67 6.01  C49 1.522, C51 1.511, O52 1.451, H56 1.074
51 C -5.63 20.07 4.96  C50 1.511, H57 1.106, H58 1.096, H59 1.092
52 O -5.45 20.76 7.26  C50 1.451, H60 0.953
53 H -3.86 18.84 6.29  C49 1.100
54 H -2.79 20.15 7.05  C49 1.128
55 H -2.91 19.87 5.25  C49 1.074
56 H -4.45 21.67 5.73  C50 1.074
57 H -6.28 19.28 5.38  C51 1.106
58 H -4.97 19.64 4.20  C51 1.096
59 H -6.30 20.72 4.39  C51 1.092
60 H -4.88 21.22 7.87  O52 0.953
61 C -5.35 24.63 6.25  C62 1.476, H65 1.085, H66 1.070, H67 1.146
62 C -4.38 24.93 7.33  C61 1.476, C63 1.466, O64 1.427, H68 1.131
63 C -3.80 26.27 7.22  C62 1.466, H69 1.120, H70 1.072, H71 1.116
64 O -5.11 24.92 8.56  C62 1.427, H72 0.974
65 H -6.23 25.26 6.33  C61 1.085
66 H -5.62 23.60 6.18  C61 1.070
67 H -4.79 24.81 5.27  C61 1.146
68 H -3.55 24.17 7.30  C62 1.131
69 H -3.35 26.33 6.20  C63 1.120
70 H -3.00 26.39 7.93  C63 1.072
71 H -4.58 27.06 7.32  C63 1.116
72 H -5.34 24.01 8.82  O64 0.974
73 C 3.32 24.39 5.85  C74 1.488, H77 1.082, H78 1.085, H79 1.076
74 C 1.92 24.23 6.33  C73 1.488, C75 1.563, O76 1.396, H80 1.064
75 C 1.13 23.37 5.29  C74 1.563, H81 1.075, H82 1.099, H83 1.063
76 O 1.86 23.62 7.58  C74 1.396, H84 0.987
77 H 3.39 24.57 4.79  C73 1.082
78 H 3.95 23.52 6.05  C73 1.085
79 H 3.87 25.17 6.34  C73 1.076
80 H 1.43 25.16 6.47  C74 1.064
81 H 0.87 24.04 4.49  C75 1.075
82 H 0.21 22.99 5.75  C75 1.099
83 H 1.73 22.57 4.91  C75 1.063
84 H 2.21 22.70 7.67  O76 0.987
85 C 2.14 17.00 12.28  C86 1.529, H89 1.098, H90 1.143, H91 1.086
86 C 1.13 17.33 13.38  C85 1.529, C87 1.504, O88 1.402, H92 1.112
87 C 0.51 16.13 14.03  C86 1.504, H93 1.111, H94 1.122, H95 1.052
88 O 1.67 18.25 14.29  C86 1.402, H96 0.998
89 H 1.61 16.36 11.57  C85 1.098
90 H 3.12 16.49 12.59  C85 1.143
91 H 2.49 17.91 11.80  C85 1.086
92 H 0.37 17.90 12.79  C86 1.112
93 H -0.36 16.44 14.64  C87 1.111
94 H 1.27 15.59 14.66  C87 1.122
95 H 0.11 15.56 13.24  C87 1.052
96 H 2.21 18.92 13.78  O88 0.998
97 C -8.16 22.61 10.76  C98 1.449, H101 1.112, H102 1.056, H103 1.127
98 C -6.77 22.99 10.62  C97 1.449, C99 1.497, O100 1.488, H104 1.122
99 C -5.88 22.81 11.81  C98 1.497, H105 1.125, H106 1.116, H107 1.090
100 O -6.07 22.21 9.56  C98 1.488, H108 0.995
101 H -8.33 21.55 11.03  C97 1.112
102 H -8.58 22.72 9.79  C97 1.056
103 H -8.74 23.32 11.42  C97 1.127
104 H -6.83 24.05 10.27  C98 1.122
105 H -5.89 21.74 12.17  C99 1.125
106 H -6.29 23.47 12.61  C99 1.116
107 H -4.85 23.09 11.60  C99 1.090
108 H -6.72 22.00 8.84  O100 0.995
109 C 2.61 25.70 10.03  C110 1.542, H113 1.106, H114 1.096, H115 1.079
110 C 2.82 27.16 9.58  C109 1.542, C111 1.500, O112 1.416, H116 1.102
111 C 2.32 27.26 8.17  C110 1.500, H117 1.070, H118 1.062, H119 1.042
112 O 2.34 28.08 10.54  C110 1.416, H120 0.986
113 H 2.92 25.00 9.23  C109 1.106
114 H 1.54 25.51 10.17  C109 1.096
115 H 3.28 25.43 10.84  C109 1.079
116 H 3.92 27.19 9.54  C110 1.102
117 H 1.37 26.80 8.02  C111 1.070
118 H 3.07 26.75 7.62  C111 1.062
119 H 2.18 28.26 7.88  C111 1.042
120 H 1.42 27.81 10.75  O112 0.986
121 C 6.43 25.27 8.55  C122 1.551, H125 1.109, H126 1.079, H127 1.079
122 C 7.00 23.88 8.92  C121 1.551, C123 1.596, O124 1.383, H128 1.094
123 C 7.00 22.88 7.67  C122 1.596, H129 1.122, H130 1.084, H131 1.068
124 O 8.35 23.94 9.23  C122 1.383, H132 0.963
125 H 6.93 25.76 7.69  C121 1.109
126 H 6.47 25.94 9.39  C121 1.079
127 H 5.39 25.12 8.30  C121 1.079
128 H 6.43 23.52 9.78  C122 1.094
129 H 7.63 23.30 6.85  C123 1.122
130 H 5.97 22.73 7.35  C123 1.084
131 H 7.43 21.96 8.00  C123 1.068
132 H 8.45 24.68 9.84  O124 0.963
133 C -6.42 17.35 10.63  C134 1.540, H137 1.108, H138 1.064, H139 1.069
134 C -5.45 18.31 9.92  C133 1.540, C135 1.543, O136 1.465, H140 1.105
135 C -4.10 18.24 10.67  C134 1.543, H141 1.092, H142 1.070, H143 1.058
136 O -5.37 17.99 8.49  C134 1.465, H144 0.972
137 H -6.65 17.57 11.69  C133 1.108
138 H -6.12 16.32 10.62  C133 1.064
139 H -7.36 17.43 10.11  C133 1.069
140 H -5.83 19.35 9.91  C134 1.105
141 H -3.30 18.80 10.18  C135 1.092
142 H -3.68 17.25 10.60  C135 1.070
143 H -4.28 18.64 11.63  C135 1.058
144 H -5.54 18.79 7.98  O136 0.972
145 C 0.48 17.31 7.42  C146 1.518, H149 1.105, H150 1.081, H151 1.086
146 C -0.42 18.42 7.93  C145 1.518, C147 1.564, O148 1.389, H152 1.140
147 C -0.46 18.31 9.49  C146 1.564, H153 1.066, H154 1.093, H155 1.082
148 O -0.01 19.66 7.46  C146 1.389, H156 0.967
149 H 1.40 17.30 8.02  C145 1.105
150 H 0.84 17.40 6.41  C145 1.081
151 H -0.05 16.37 7.55  C145 1.086
152 H -1.49 18.21 7.58  C146 1.140
153 H 0.53 18.42 9.86  C147 1.066
154 H -0.92 17.37 9.82  C147 1.093
155 H -1.05 19.18 9.77  C147 1.082
156 H -0.53 20.41 7.78  O148 0.967
157 C 3.63 19.40 9.31  C158 1.535, H161 1.069, H162 1.133, H163 1.125
158 C 3.81 20.37 8.14  C157 1.535, C159 1.483, O160 1.438, H164 1.123
159 C 4.70 19.77 7.12  C158 1.483, H165 1.109, H166 1.113, H167 1.101
160 O 2.53 20.83 7.66  C158 1.438, H168 0.965
161 H 4.54 18.98 9.67  C157 1.069
162 H 2.98 18.56 8.92  C157 1.133
163 H 2.96 19.83 10.11  C157 1.125
164 H 4.31 21.26 8.62  C158 1.123
165 H 5.71 19.56 7.51  C159 1.109
166 H 4.84 20.52 6.31  C159 1.113
167 H 4.27 18.84 6.70  C159 1.101
168 H 1.91 20.12 7.43  O160 0.965
169 C -2.10 22.46 9.97  C170 1.519, H173 1.084, H174 1.128, H175 1.129
170 C -0.71 22.84 9.49  C169 1.519, C171 1.533, O172 1.450, H176 1.094
171 C 0.53 22.32 10.24  C170 1.533, H177 1.040, H178 1.112, H179 1.105
172 O -0.76 22.50 8.08  C170 1.450, H180 0.985
173 H -2.86 22.74 9.24  C169 1.084
174 H -2.42 22.99 10.91  C169 1.128
175 H -2.15 21.34 10.07  C169 1.129
176 H -0.76 23.93 9.51  C170 1.094
177 H 0.56 22.60 11.24  C171 1.040
178 H 1.40 22.84 9.78  C171 1.112
179 H 0.67 21.22 10.21  C171 1.105
180 H 0.14 22.79 7.79  O172 0.985